The following is a DFT calculation (ωB97M-V with the def2-TZVPD basis set) of an isolated molecule of C6H10O.

ORCA input file:
```
! RIJCOSX wB97M-V def2-TZVPD def2/J DEFGRID3
* xyz 0 1
O -1.019 1.669 -0.295
C 1.802 0.304 -0.172
C 1.884 1.620 -0.350
C -1.004 0.580 -0.817
C 0.768 -0.357 0.714
C -1.747 -1.245 0.541
C -0.473 -0.671 -0.148
H -0.145 -1.373 -0.924
H 0.511 0.300 1.550
H -2.513 -0.466 0.633
H 2.436 -0.353 -0.769
H -1.486 0.424 -1.807
H 2.549 2.067 -1.083
H -1.550 -1.620 1.550
H 1.222 2.291 0.189
H -2.188 -2.048 -0.061
H 1.173 -1.286 1.137
*
```

Summary:
HOMO-LUMO gap (eV): 10.567
SMILES: C=CC[C@@H](C)C=O
Energy relative to the best compared isomer or geometry (same formula, charge and spin) (eV): 0.8505

---

The following is a DFT calculation (ωB97M-V with the def2-TZVPD basis set) of a cluster of 3 separate species, C6H10O in total.

ORCA input file:
```
! RIJCOSX wB97M-V def2-TZVPD def2/J DEFGRID3
* xyz 0 1
O -0.127 2.121 -0.612
C 2.102 0.258 0.414
C -1.685 0.338 0.137
C -0.321 0.811 -0.297
C 0.633 -0.035 0.323
C -0.022 -1.222 0.629
C -1.360 -1.141 0.189
H 0.822 2.307 -0.592
H 0.473 -2.129 0.965
H 2.623 -0.539 0.954
H -0.582 -0.172 -1.555
H 2.561 0.334 -0.581
H -2.111 -1.902 0.378
H -2.496 0.619 -0.539
H -1.880 0.717 1.149
H 2.300 1.199 0.947
H -1.033 -0.966 -1.275
*
```

Summary:
HOMO-LUMO gap (eV): 9.242
Energy relative to the best compared isomer or geometry (same formula, charge and spin) (eV): 2.7334

---

The following is a DFT calculation (ωB97M-V with the def2-TZVPD basis set) of a cluster of 2 separate species, C6H10O in total.

ORCA input file:
```
! RIJCOSX wB97M-V def2-TZVPD def2/J DEFGRID3
* xyz 0 1
O 1.916 1.059 0.082
C 1.329 -1.140 -0.748
C -0.401 0.309 0.172
C 1.095 0.192 -0.136
C -0.987 -1.059 -0.215
C 0.181 -1.821 -0.789
C -1.002 1.500 -0.576
H -2.072 1.602 -0.364
H -0.495 2.423 -0.280
H -1.400 -1.592 0.651
H -0.879 1.381 -1.659
H -0.486 0.483 1.251
H 2.303 -1.478 -1.083
H 0.068 -2.830 -1.178
H 1.180 0.846 3.230
H -1.804 -0.975 -0.944
H 1.454 1.101 2.586
*
```

Summary:
HOMO-LUMO gap (eV): 10.174
SMILES: C[C@H]1CC=CC1=O.[H][H]
Energy relative to the best compared isomer or geometry (same formula, charge and spin) (eV): 0.7563

---

The following is a DFT calculation (ωB97M-V with the def2-TZVPD basis set) of a structure of composition C6H10O.

ORCA input file:
```
! RIJCOSX wB97M-V def2-TZVPD def2/J DEFGRID3
* xyz 0 1
O -1.162 1.009 0.957
C 0.699 0.121 -1.028
C 0.576 -0.651 1.331
C 0.803 -1.128 -0.129
C -1.652 0.272 -0.724
C -0.549 0.541 -1.525
C 0.088 0.803 1.204
H 1.511 -0.685 1.901
H 1.588 0.390 -1.601
H -1.767 -0.708 -0.272
H 1.789 -1.590 -0.246
H 0.753 0.985 0.038
H 0.583 1.597 1.778
H -2.591 0.789 -0.900
H -0.572 1.388 -2.208
H -0.162 -1.258 1.865
H 0.066 -1.875 -0.439
*
```

Summary:
HOMO-LUMO gap (eV): 9.390
Energy relative to the best compared isomer or geometry (same formula, charge and spin) (eV): 3.0530

---

The following is a DFT calculation (ωB97M-V with the def2-TZVPD basis set) of a cluster of 2 separate species, C6H10O in total at a distorted geometry.

ORCA input file:
```
! RIJCOSX wB97M-V def2-TZVPD def2/J DEFGRID3
* xyz 1 2
O -0.907 -4.024 -2.764
C -1.471 2.002 1.682
C -0.557 0.994 1.689
C 1.414 -0.096 0.636
C -0.551 0.472 -0.722
C 2.504 0.553 0.241
C 0.081 0.509 0.486
H -0.213 0.481 2.579
H -1.282 1.231 -1.091
H 1.592 -1.142 0.895
H -0.031 -0.020 -1.544
H 3.462 0.084 -0.003
H -2.118 2.057 0.819
H 2.380 1.569 -0.135
H -1.527 -4.430 -2.148
H -1.520 2.904 2.305
H -1.255 -3.143 -2.925
*
```

Summary:
HOMO-LUMO gap (alpha / beta) (eV): 7.999 / 6.022
Expectation value of S²: 0.79
Energy relative to the best compared isomer or geometry (same formula, charge and spin) (eV): 3.3196

---

The following is a DFT calculation (ωB97M-V with the def2-TZVPD basis set) of an isolated molecule of C6H10O2 at a distorted geometry.

ORCA input file:
```
! RIJCOSX wB97M-V def2-TZVPD def2/J DEFGRID3
* xyz 0 1
O 0.772 0.827 1.200
O 1.742 -0.262 -0.558
C -1.496 0.619 0.167
C -0.527 -0.114 1.206
C 1.707 0.894 0.197
C -0.668 0.202 -1.247
C 0.446 -0.819 -0.739
C -0.087 -1.430 0.541
H -0.204 1.195 -1.526
H 0.684 -1.441 -1.632
H -0.888 -0.213 2.176
H 1.256 1.713 -0.393
H 2.779 0.994 0.478
H -2.549 0.260 0.319
H -1.497 1.694 0.279
H -1.254 -0.110 -2.044
H -0.969 -2.092 0.488
H 0.752 -1.918 1.091
*
```

Summary:
HOMO-LUMO gap (eV): 10.191
SMILES: C1O[C@@H]2CC[C@@H](C2)O1
Energy relative to the best compared isomer or geometry (same formula, charge and spin) (eV): 2.3664

---

The following is a DFT calculation (ωB97M-V with the def2-TZVPD basis set) of a cluster of 2 separate species, C6H10O2 in total at a distorted geometry.

ORCA input file:
```
! RIJCOSX wB97M-V def2-TZVPD def2/J DEFGRID3
* xyz 0 1
O 1.060 0.699 1.616
O 2.339 -0.366 3.096
C 1.996 -0.212 1.960
C -1.409 0.977 -0.952
C -1.965 1.804 -0.079
C 2.496 -0.961 0.775
C -1.357 -1.158 -2.207
C -1.903 -0.333 -1.311
H 2.440 -2.030 0.974
H 1.952 -0.675 -0.121
H 0.796 1.138 2.437
H -0.468 1.262 -1.424
H -2.788 -0.668 -0.773
H -2.882 1.488 0.413
H -1.815 -2.104 -2.441
H -0.477 -0.845 -2.755
H 3.553 -0.776 0.574
H -1.568 2.762 0.218
*
```

Summary:
HOMO-LUMO gap (eV): 9.731
SMILES: CC(=O)O.C=CC=C
Energy relative to the best compared isomer or geometry (same formula, charge and spin) (eV): 0.9483

---

The following is a DFT calculation (ωB97M-V with the def2-TZVPD basis set) of a structure of composition C6H10O2 at a distorted geometry.

ORCA input file:
```
! RIJCOSX wB97M-V def2-TZVPD def2/J DEFGRID3
* xyz 0 1
O 1.469 -0.219 0.260
O -1.123 1.292 0.860
C -1.000 -1.078 -0.383
C -0.754 -1.810 -1.712
C -0.726 0.326 0.017
C 0.136 -0.689 0.538
C 0.093 1.880 0.864
C 1.330 0.946 0.971
H -0.140 -0.904 1.533
H 0.038 2.702 1.661
H -1.662 -1.851 -2.289
H 1.802 0.735 2.078
H -1.706 -1.561 0.126
H -0.496 -2.951 -1.739
H -0.018 0.702 -0.823
H 0.331 2.360 -0.202
H 0.225 -1.408 -2.360
H 2.202 1.527 0.600
*
```

Summary:
HOMO-LUMO gap (eV): 10.173
Energy relative to the best compared isomer or geometry (same formula, charge and spin) (eV): 6.2845